171
Properties=species:S:1:pos:R:3:forces:R:3 method="wB97M-V/def2-TZVPD" spin_multiplicity=4 charge=+1 e_tot_ev=-118531.26896 homo_ha="-0.3562 / -0.3923"
H 6.822197 -2.447557 -3.140200 0.0 -0.1 -0.1
H -5.137357 -3.997299 -3.812097 -0.2 0.0 0.0
H 4.338242 -1.951776 -1.165554 0.1 0.1 0.2
C -1.401350 8.452310 7.044935 -0.1 0.0 0.1
O -1.301592 -4.207407 -5.917397 -0.5 0.2 -0.2
H -3.301893 -3.297822 3.552325 0.0 0.0 0.1
H -7.112647 -0.057358 -2.396152 -0.1 0.0 0.1
H -1.026651 -3.043194 -9.913070 0.0 0.0 0.0
O 4.227752 3.291992 -1.075164 0.3 -0.5 0.5
C 4.463578 0.802174 -5.690205 -0.7 -0.3 0.1
H -1.338908 1.029722 -0.997202 -0.2 0.0 0.0
C 0.290351 0.421297 0.341488 -0.7 0.6 -0.5
H 6.614404 3.541128 -0.574296 0.3 0.0 0.1
C -0.382015 -4.850476 -0.743932 0.2 0.1 -0.1
C 3.694025 0.921438 -3.248245 0.1 0.4 -0.4
H -1.237595 1.466008 6.477623 -0.1 0.1 0.0
H 4.486836 1.873922 -5.499080 0.2 0.1 0.0
C 5.245806 -0.065389 -1.413122 -0.3 0.9 -0.6
H -4.751790 5.343147 8.174960 0.0 0.0 0.0
C -1.576974 0.871064 5.628189 0.4 -0.3 -0.3
P 6.832145 -0.954380 -1.632105 0.1 -0.7 0.5
C 0.371723 -5.559724 -8.091080 0.4 0.3 0.2
O -3.540609 0.366290 3.344630 -0.5 0.1 0.2
H 1.138999 -3.172650 -6.835387 -0.1 0.0 0.0
H 0.516958 7.203453 9.911173 0.0 -0.1 -0.1
H -0.012062 -5.826112 -1.055738 0.1 0.0 -0.1
C 1.061099 -4.315078 -8.653964 -0.1 0.0 0.0
H -2.950167 -5.299098 -9.071893 0.0 0.0 0.0
O -7.133709 -2.805532 -2.592398 0.2 0.0 -0.2
H -3.502904 1.617771 7.549059 0.0 0.1 -0.1
H 0.294814 -0.275181 -1.734457 0.1 0.2 0.0
O -4.989113 -2.196744 -2.838354 0.1 0.1 -0.3
H -3.001814 2.656609 4.171467 -0.1 -0.1 0.0
H -7.463729 -0.639283 -4.011896 0.0 0.0 -0.1
C -1.114475 -1.716267 -6.768769 0.0 0.0 0.4
H -3.540632 8.693493 6.873364 -0.1 0.0 0.0
H -3.201296 3.062445 5.868407 0.0 0.0 0.1
H -0.009582 4.496021 9.157480 0.0 0.0 0.0
H 0.977902 -4.949095 0.900170 -0.2 0.0 0.2
H -1.082505 -6.646874 -6.075888 0.0 0.1 0.0
H 0.845028 -5.810654 -7.135929 -0.1 0.0 0.1
H 4.628048 -0.334927 0.609088 -0.2 0.0 0.0
H -2.191581 -1.580875 -6.659028 0.0 0.0 0.0
H -5.840754 0.005068 -3.619624 0.0 0.0 -0.1
C 5.825605 0.273200 -6.059989 0.3 0.1 -0.2
H -0.754474 -4.670238 -2.858773 0.1 0.1 -0.2
C 1.917832 -3.596208 -0.443734 -0.2 0.0 0.1
H -1.258321 -5.040835 -0.129844 0.0 -0.2 0.1
H -2.861408 8.284419 9.598070 0.0 -0.1 0.0
C 3.792585 0.061016 -4.512380 0.6 -0.2 0.2
H 0.121129 -3.440136 0.770803 0.0 0.2 0.0
H 1.152268 -2.186710 -8.286360 -0.1 0.1 0.0
H -1.366735 9.137686 7.895583 0.0 0.0 0.0
C -4.470866 6.130391 7.474255 0.0 -0.3 -0.2
C -3.656880 -2.192398 5.893050 0.0 0.1 0.1
H -2.693800 -6.447319 -6.771953 0.0 0.0 0.0
O 8.017534 0.081753 -1.718662 -0.1 0.2 -0.3
H -2.400215 -2.635996 -1.415980 -0.2 0.1 0.1
H 0.796321 -4.173947 -9.704598 0.0 0.0 0.0
H -2.814314 -2.872534 -3.806352 0.0 -0.1 -0.2
C -1.136474 -5.404783 -7.870429 -0.7 -0.6 -1.0
H -2.831991 -4.304733 -1.133108 -0.1 -0.1 0.0
C -1.599249 -1.452925 4.654820 0.4 0.3 0.1
N -3.641059 -0.060520 4.563371 1.6 0.4 -1.2
H 3.465162 1.937979 -3.572019 -0.4 0.0 0.0
H -3.486855 -3.263539 5.786498 0.0 0.0 -0.1
C -1.386262 -2.448791 -9.078552 0.0 -0.1 -0.1
H -0.977850 6.493522 10.514114 0.0 0.0 0.0
C -0.728534 6.375425 8.349407 0.6 0.2 1.1
H 1.861200 -3.536378 -1.531664 -0.1 0.0 -0.1
H 2.738681 -4.274823 -0.220561 0.2 0.0 -0.1
H -4.573367 2.436902 4.947221 0.0 0.0 0.0
C 0.643724 -4.200341 0.184465 0.0 0.1 -0.1
H 0.070256 -0.513500 5.634461 0.0 0.0 0.0
C -3.102285 0.949590 5.530652 -0.6 0.4 1.2
H 1.706093 -2.068875 1.053093 0.0 0.3 0.0
C 5.178289 0.428579 0.056842 0.5 -0.7 0.3
C 0.703711 -3.075208 -7.836497 0.3 -0.3 0.1
H 7.036351 1.397219 2.488196 -0.2 0.0 0.2
C 0.242549 5.200371 8.363306 0.0 -0.3 -0.2
H -1.231051 -2.473256 4.786303 -0.1 -0.1 0.0
H -4.723779 -2.259841 3.418285 0.0 0.0 0.0
H -3.776317 6.841196 10.041612 0.0 0.0 0.0
C -1.016567 -0.548112 5.737806 -0.1 0.1 0.0
H 0.252627 4.661267 7.417883 -0.1 0.0 0.0
C -0.859674 -4.046473 -1.972981 -0.5 -0.2 0.2
N -1.456752 -4.105173 -7.199769 1.5 -0.5 1.1
C -3.124020 -1.460309 4.646781 -0.6 -1.1 0.6
H -4.522742 8.130693 9.102304 0.0 -0.1 -0.1
C -3.634047 -2.264522 3.454984 0.0 0.2 -0.3
C -6.687333 -0.568159 -3.257058 0.2 0.2 0.2
C -0.546191 7.083534 9.704973 -0.1 0.1 0.0
H -1.455541 1.624008 0.683811 -0.3 0.0 -0.1
H -2.870666 7.411009 5.887366 0.0 -0.1 0.1
C -0.377617 7.331497 7.211506 -0.2 0.2 -0.3
C -0.804613 -2.869484 -7.715459 -0.5 0.9 -0.8
H 1.250400 5.571448 8.545253 0.0 0.1 0.1
N 2.598279 0.497640 -2.346353 0.7 -0.7 0.1
N 4.174352 -1.072046 -1.635937 -0.1 -0.1 0.4
H -0.269689 -3.143172 -2.139221 0.2 0.0 -0.1
H -0.310919 6.770012 6.273806 -0.1 -0.1 0.1
C -0.785566 1.414624 -0.146209 0.4 0.0 0.6
H -1.145067 1.338137 4.735684 -0.1 0.0 0.0
C -2.347006 -3.639267 -1.846296 0.3 0.1 0.0
O 6.701006 -1.490332 -3.138777 0.1 0.2 -0.1
H 3.316962 -2.200854 0.427194 0.1 0.3 0.0
H -4.828734 0.703553 6.834009 0.0 0.0 0.0
O 6.940401 -2.068227 -0.677665 -0.2 0.2 0.0
C -4.626945 -3.588076 -2.941775 0.2 0.0 -0.3
H -3.260574 -1.882046 2.506243 0.0 0.1 0.0
H -1.210552 -0.963369 6.729693 0.0 0.0 0.0
H -1.503001 -4.884634 -9.994180 0.0 0.0 0.1
H 5.781336 0.848369 -3.309843 0.2 0.2 -0.1
H 1.818780 0.207867 -2.932208 -0.3 0.5 0.2
H 4.392948 -0.823703 -4.301376 -0.1 -0.1 0.1
H 7.652272 2.239157 1.093510 0.1 0.0 0.0
H -4.946572 -4.138914 -2.060547 -0.1 0.0 0.1
H 2.142274 -4.462283 -8.634622 0.0 0.0 0.0
N 6.532292 0.523663 0.616523 -0.7 0.4 0.6
H 0.542825 -6.410309 -8.752724 -0.1 0.0 0.0
H 6.580636 0.431632 -5.282565 -0.1 0.0 0.2
H -1.506249 -7.492670 -7.557021 0.0 0.0 -0.1
O -2.158120 4.919677 7.294935 -0.1 -0.2 0.6
H -3.168003 -1.902087 6.818654 0.0 0.0 0.0
H -0.686918 -1.870263 -5.777944 0.0 -0.1 0.0
C 5.053324 1.032566 -2.523461 0.1 -0.7 1.0
C -3.130947 -3.684793 -3.152131 0.1 0.2 0.3
H -4.348430 5.683821 6.489311 0.1 0.0 0.1
N 1.987255 -1.097674 -0.767003 0.2 -0.3 -0.1
C -3.213223 6.858380 7.937801 -0.8 0.5 0.9
H 6.557244 -1.419862 -6.659951 0.1 -0.2 -0.1
H 5.952905 2.401824 1.474787 -0.2 -0.1 0.2
C 2.272821 -2.210250 0.135735 0.1 -0.8 0.0
C -3.743226 0.762122 6.918804 0.1 -0.2 0.1
C -1.635340 -6.560433 -7.009243 0.0 0.0 0.3
H 8.434305 0.100457 -2.589498 0.1 0.0 0.0
H -1.145856 9.049660 6.167947 0.0 0.0 0.0
H -2.475672 -2.492709 -9.068135 0.0 0.0 0.0
H -2.920374 -4.617035 -3.674782 0.1 -0.1 0.0
C 2.913653 -0.590993 -1.550549 -0.3 0.4 -0.4
H -0.315365 2.362584 -0.390090 0.0 0.0 -0.4
H 6.651262 -0.286361 1.206719 0.2 -0.2 -0.2
C -3.495560 2.354599 5.093779 0.0 0.2 -0.4
H -4.729579 -2.035157 6.006245 0.0 0.0 0.0
H 2.806468 -0.315210 -4.784044 -0.2 0.2 -0.1
H 3.830502 0.644494 -6.563362 0.0 0.1 -0.1
H 4.611541 1.347152 0.168965 0.1 0.1 -0.1
H -1.096909 -1.420896 -9.296148 0.0 0.0 0.1
O 5.703534 -1.114316 -6.347176 -0.1 0.1 0.1
H -1.236364 -1.114342 3.676257 -0.1 0.0 0.0
H -0.972730 8.081796 9.742745 0.0 0.0 0.0
Cl 1.721701 1.347197 0.876597 0.2 -0.2 0.1
N -2.122921 5.862106 8.182963 0.3 0.0 -1.9
H 3.337896 3.107279 -1.399720 -0.2 0.2 0.0
H -5.292074 6.843340 7.414224 0.0 0.1 0.1
O 5.363060 3.517453 -3.357052 -0.2 -0.4 0.3
H -1.815505 -6.545766 -9.580869 0.0 -0.1 0.1
C 0.608321 -0.609880 -0.751748 0.1 -0.5 0.2
C -3.600948 7.568763 9.248482 0.2 0.1 0.1
H -3.393612 -0.118133 7.453080 0.0 0.0 -0.1
H 0.613530 7.751816 7.394506 0.0 0.0 0.1
C -1.892139 -5.525490 -9.207323 0.1 0.2 -0.1
H -0.116273 -0.079133 1.213543 0.4 -0.2 0.2
O 6.707821 2.882514 -1.277642 -0.7 -0.1 0.5
C -6.313801 -1.963784 -2.860675 -0.5 -0.2 0.3
H 0.007191 -1.491646 -0.531187 -0.2 0.0 -0.1
C 6.784613 1.699786 1.476537 0.6 0.0 -0.6
H -0.698844 -0.797140 -7.178180 0.0 0.0 -0.1
C -2.809744 7.882932 6.873537 0.4 0.0 -0.3
P 5.350695 2.769796 -2.087789 0.2 1.1 -1.9
H 6.174684 0.815248 -6.942278 0.0 0.0 0.0